--- one ---
DFT (ωB97M-V/def2-TZVPD) results for a structure of composition C5H5Cl4N.

Each line ends with the Mulliken charge.
Atoms and positions in Å:
1 N -2.500 4.413 -6.000  -0.031
2 C -3.522 5.031 -6.726  -0.499
3 C -3.544 6.287 -6.180  -0.607
4 C -2.607 6.386 -5.201  0.114
5 C -1.872 5.232 -5.183  -0.256
6 H -2.334 3.428 -6.146  0.186
7 H -4.138 4.557 -7.475  0.366
8 H -4.186 7.058 -6.579  0.373
9 H -2.320 7.316 -4.734  0.011
10 H -1.032 4.920 -4.581  0.362
11 C -0.164 8.570 -2.904  0.418
12 Cl 0.298 8.147 -4.592  -0.106
13 Cl 0.874 9.688 -2.137  -0.104
14 Cl -1.837 9.126 -2.800  -0.113
15 Cl 0.075 7.132 -1.963  -0.113

Values from the calculation:
Spin multiplicity ... 1
Highest occupied orbital energy ... -8.2 eV

***

--- two ---
DFT (ωB97M-V/def2-TZVPD) results for a structure of composition C5H5Cl4N.

Each line ends with the Mulliken charge.
Atoms and positions in Å:
1 C 0.503 -1.194 1.174  0.089
2 C -2.100 -0.086 -0.379  -1.424
3 C -0.868 0.557 0.034  -0.558
4 C 0.283 -0.474 -0.010  0.377
5 C 2.046 0.562 -0.163  0.226
6 N 0.709 -1.830 2.100  -0.456
7 Cl 0.479 -1.387 -1.362  -0.063
8 Cl 3.343 -0.542 -0.283  -0.080
9 Cl 2.221 1.617 1.271  -0.113
10 Cl 2.003 1.395 -1.660  -0.085
11 H -2.925 0.515 -0.656  0.372
12 H -2.308 -0.736 0.423  0.370
13 H -1.913 -0.683 -1.289  0.382
14 H -0.599 1.473 -0.266  0.534
15 H -0.875 0.814 1.067  0.429

Values from the calculation:
Spin multiplicity ... 1
Highest occupied orbital energy ... -10.0 eV

***

Stability summary: most stable one, least stable two.

***

--- one ---
DFT (ωB97M-V/def2-TZVPD) results for a cluster of 2 separate species, C9H10N2 in total.

Each line ends with the Mulliken charge.
Atoms and positions in Å:
1 C -1.574 0.516 -1.466  -0.430
2 C -2.219 1.121 -0.343  -0.378
3 C -0.594 -0.386 -1.329  -0.710
4 C -1.722 0.869 0.935  -0.804
5 C -0.086 -0.623 -0.078  0.693
6 C -0.719 -0.136 1.068  0.927
7 C 1.672 -2.359 0.641  -0.204
8 C 1.031 -1.441 0.214  -1.072
9 C -0.226 -0.294 2.497  -1.628
10 N 2.385 0.860 -2.041  0.244
11 N 1.986 0.474 -3.098  -0.649
12 H -2.013 0.816 -2.417  0.363
13 H -3.056 1.824 -0.504  0.340
14 H -0.009 -0.636 -2.141  0.778
15 H -2.216 1.255 1.803  0.370
16 H 2.112 0.417 -1.088  0.216
17 H 2.447 -2.877 1.102  0.455
18 H 0.791 -0.664 2.409  0.401
19 H -0.256 0.630 2.990  0.431
20 H -0.859 -0.914 2.971  0.412
21 H 3.125 1.547 -2.125  0.243

Values from the calculation:
Spin multiplicity ... 1
Highest occupied orbital energy ... -8.0 eV

***

--- two ---
DFT (ωB97M-V/def2-TZVPD) results for an isolated molecule of C9H10N2.

Each line ends with the Mulliken charge.
Atoms and positions in Å:
1 C -1.708 0.164 0.796  -0.718
2 C -0.406 0.156 0.654  0.326
3 C 0.341 0.474 -0.679  0.669
4 C 1.297 -0.402 -1.075  -0.353
5 C 1.760 -0.150 -2.421  -0.861
6 C 1.379 1.118 -2.957  -0.087
7 N 0.546 2.000 -2.418  -0.602
8 C 0.060 1.768 -1.239  -0.446
9 C 0.210 -0.776 1.604  -0.634
10 N -0.886 -1.453 2.242  -0.217
11 C -1.977 -0.613 2.103  -0.669
12 H -2.411 0.793 0.506  0.551
13 H 1.584 -1.336 -0.728  0.405
14 H 2.588 -0.603 -2.796  0.430
15 H 1.889 1.383 -3.849  0.396
16 H -0.515 2.599 -0.877  0.450
17 H 1.063 -1.316 1.200  0.379
18 H 0.787 -0.127 2.491  0.132
19 H -0.651 -2.419 2.418  0.241
20 H -2.092 -0.057 3.043  0.232
21 H -2.857 -1.202 1.982  0.377

Values from the calculation:
SMILES ... C1=C(c2cccnc2)CNC1
Spin multiplicity ... 1
Highest occupied orbital energy ... -8.1 eV

***

Stability summary: most stable two, least stable one.

***

--- one ---
DFT (ωB97M-V/def2-TZVPD) results for a cluster of 2 separate species, C10H15N in total.

Each line ends with the Mulliken charge.
Atoms and positions in Å:
1 C -3.864 -0.033 0.339  -0.325
2 C -3.364 -1.104 -0.269  -0.262
3 C -2.068 -1.057 -0.779  -0.052
4 N -1.220 0.073 -0.896  -0.332
5 C -1.797 1.156 -0.278  -0.435
6 C -3.028 1.054 0.444  -0.381
7 H -4.749 -0.069 0.942  0.384
8 H -3.922 -2.157 -0.286  0.219
9 H -1.524 -2.078 -1.087  0.220
10 H -1.252 2.091 0.058  0.311
11 H -3.340 2.007 0.917  0.304
12 C 2.083 1.140 -0.473  -0.706
13 C 3.102 -0.003 -0.476  -0.677
14 C 2.702 -1.086 0.565  -0.890
15 C 1.128 -0.833 0.473  -0.430
16 C 0.861 0.594 0.271  0.886
17 H 2.488 2.117 -0.213  0.363
18 H 2.076 1.387 -1.572  0.239
19 H 4.014 0.478 -0.263  0.382
20 H 3.175 -0.467 -1.481  0.305
21 H 3.269 -0.687 1.504  0.270
22 H 2.986 -2.014 0.376  0.472
23 H 0.622 -1.255 1.415  0.266
24 H 0.777 -1.350 -0.474  0.143
25 H 1.012 1.205 1.223  0.209
26 H -0.167 0.890 0.019  -0.483

Values from the calculation:
SMILES ... c1ccncc1.C1CCCC1
Spin multiplicity ... 1
Highest occupied orbital energy ... -9.1 eV

***

--- two ---
DFT (ωB97M-V/def2-TZVPD) results for an isolated molecule of C10H15N.

Each line ends with the Mulliken charge.
Atoms and positions in Å:
1 C -0.871 0.312 1.504  -0.090
2 C -0.250 -0.570 0.792  -1.059
3 C -0.003 2.661 -0.553  0.293
4 C -1.196 2.391 0.046  0.526
5 C 1.032 2.687 -1.325  -0.755
6 C -2.333 3.062 -0.370  -1.278
7 C 1.964 -1.098 -0.076  -1.399
8 C -0.119 -1.982 -1.187  -1.525
9 C 0.574 -2.860 1.057  -1.741
10 C 0.532 -1.605 0.155  2.184
11 N -1.299 1.623 1.228  -0.210
12 H -1.182 0.057 2.527  0.325
13 H 1.794 3.451 -1.242  0.235
14 H 1.204 1.964 -2.120  0.277
15 H -3.286 2.889 0.096  0.333
16 H -2.283 3.790 -1.157  0.329
17 H 2.554 -1.856 -0.587  0.402
18 H 1.950 -0.194 -0.679  0.206
19 H 2.440 -0.865 0.874  0.381
20 H 0.438 -2.788 -1.665  0.391
21 H -0.137 -1.121 -1.849  0.358
22 H -1.143 -2.317 -1.029  0.387
23 H 1.142 -3.646 0.564  0.401
24 H -0.434 -3.222 1.246  0.393
25 H 1.047 -2.627 2.007  0.391
26 H -2.135 1.864 1.744  0.247

Values from the calculation:
Spin multiplicity ... 1
Highest occupied orbital energy (spin up / spin down) ... -7.5 / -7.3 eV

***

--- three ---
DFT (ωB97M-V/def2-TZVPD) results for an isolated molecule of C10H15N.

Each line ends with the Mulliken charge.
Atoms and positions in Å:
1 C 0.585 -0.645 -1.956  -2.279
2 C 0.608 -0.682 -0.456  0.646
3 C 1.321 -1.961 0.014  -1.838
4 C 0.531 0.748 0.193  1.103
5 C 1.448 1.191 1.336  -1.329
6 C 0.186 1.957 -0.647  -1.774
7 C -0.596 -0.228 0.324  1.866
8 C -1.920 -0.258 -0.385  -0.719
9 C -2.873 -0.398 0.546  -0.572
10 C -2.112 -0.447 1.793  -0.298
11 N -0.814 -0.454 1.674  -0.679
12 H 1.344 0.190 -2.230  0.323
13 H -0.260 -0.471 -2.389  0.393
14 H 0.891 -1.605 -2.235  0.691
15 H 1.711 -1.824 0.967  0.377
16 H 2.136 -2.255 -0.712  0.494
17 H 0.558 -2.771 0.045  0.315
18 H 2.308 1.816 0.891  0.370
19 H 1.794 0.236 1.816  0.281
20 H 0.981 1.937 2.058  0.295
21 H 1.089 2.659 -0.783  0.431
22 H -0.467 2.650 -0.078  0.398
23 H -0.036 1.891 -1.714  0.360
24 H -1.975 -0.213 -1.433  0.409
25 H -3.961 -0.417 0.457  0.409
26 H -2.478 -0.647 2.905  0.327

Values from the calculation:
SMILES ... CC1(C)C(C)(C)C12C=CC=N2
Spin multiplicity ... 1
Highest occupied orbital energy ... -9.1 eV

***

Stability summary: most stable three, least stable two.